The following is a DFT calculation (wB97M-V/def2-TZVPD) of 3 unconnected molecules or ions with the total composition H6O2S.

Geometry as XYZ:
```
9
Properties=species:S:1:pos:R:3:forces:R:3:lowdin_charge:R:1
S 0.65802 1.66222 -1.02140 0.69 -0.22 -0.09 0.522
O 0.05901 -1.84393 -0.29298 0.19 -0.02 0.01 -0.073
O -0.05673 0.20658 1.67845 -0.06 0.14 0.10 -0.110
H -0.22522 0.16373 2.62323 0.03 -0.09 -0.01 0.034
H -0.62023 1.78783 -0.69504 -0.37 -0.03 -0.14 -0.208
H -0.87286 -1.77177 -0.52218 0.05 0.08 -0.09 0.050
H 0.49032 1.63385 -2.35496 -0.27 0.15 0.16 -0.211
H 0.06038 -0.70292 1.36627 -0.03 0.02 -0.05 -0.001
H 0.50732 -1.13559 -0.78139 -0.23 -0.03 0.10 -0.002
```
Forces are in eV/Å.

Computed properties:
Lowest unoccupied orbital energy ... 0.027 hartree
ΔE to the lowest compared entry with this formula, charge and spin ... 2.5 kJ/mol
Multiplicity ... 1
HOMO level ... -9.824 eV
Gap between HOMO and LUMO ... 10.560 eV